Below is a structure of composition C33H36AsHfN2PS4SeSi2, with properties calculated with ωB97M-V with the def2-TZVPD basis set.

Summary:
total charge: -2
E_HOMO: -1.8 eV
frontier orbital gap: 5.58 eV
energy above the lowest of the compared OMol25 structures with the same formula, charge and spin: 0.000 eV

Geometry as XYZ:
```
81
C33H36AsHfN2PS4SeSi2 ωB97M-V with the def2-TZVPD basis set
Hf -0.097 -0.475 1.587
S 0.614 0.983 6.162
As -0.791 0.214 4.767
S 0.161 -1.607 3.791
S -0.789 1.519 2.927
S -2.782 -0.189 5.310
C 2.420 -2.476 -1.034
Si 1.486 -2.567 0.623
C 2.803 -3.229 1.823
C 0.310 -4.051 0.315
C 0.854 -5.252 -0.167
C 0.071 -6.358 -0.455
C -1.303 -6.283 -0.257
C -1.855 -5.109 0.228
C -1.079 -3.976 0.523
Si -1.993 -2.445 1.253
C -2.812 -3.141 2.804
C -3.444 -2.186 0.048
H 2.947 -3.416 -1.237
H 3.156 -1.666 -1.045
H 1.697 -2.314 -1.836
H 3.222 -4.175 1.459
H 2.382 -3.392 2.817
H 3.622 -2.509 1.929
H 1.928 -5.324 -0.324
H 0.526 -7.270 -0.828
H -1.936 -7.137 -0.476
H -2.930 -5.072 0.387
H -3.520 -3.928 2.517
H -3.335 -2.359 3.359
H -2.061 -3.557 3.476
H -4.125 -3.044 0.094
H -3.105 -2.072 -0.983
H -4.009 -1.289 0.311
N 3.074 1.708 0.103
P 1.652 1.107 -0.627
C 2.121 1.412 -2.383
C 2.266 2.727 -2.829
C 2.632 2.999 -4.139
C 2.840 1.952 -5.028
C 2.685 0.643 -4.599
C 2.329 0.373 -3.283
C 0.432 2.437 -0.450
C -0.815 2.179 -1.236
C -1.809 3.367 -1.173
C -1.800 4.060 0.161
C -0.705 4.096 0.916
C 0.488 3.337 0.540
C 3.351 1.525 1.451
C 4.442 2.199 2.010
C 4.703 2.032 3.354
C 3.881 1.206 4.104
C 2.830 0.578 3.461
N 2.556 0.723 2.159
H 3.586 2.456 -0.337
H 2.064 3.542 -2.143
H 2.737 4.026 -4.469
H 3.113 2.159 -6.056
H 2.833 -0.178 -5.290
H 2.210 -0.648 -2.955
H -0.558 2.040 -2.287
H -1.441 4.115 -1.896
H -2.690 4.599 0.469
H -0.700 4.636 1.854
H 1.361 3.399 1.179
H 5.052 2.842 1.388
H 5.534 2.556 3.813
H 3.995 1.065 5.168
H 2.157 -0.059 4.018
Se -1.547 0.421 -0.654
C -3.190 2.984 -1.651
C -4.176 2.563 -0.765
C -5.420 2.162 -1.230
C -5.697 2.176 -2.590
C -4.719 2.590 -3.484
C -3.477 2.989 -3.012
H -3.947 2.498 0.292
H -6.165 1.812 -0.527
H -6.666 1.852 -2.953
H -4.923 2.595 -4.548
H -2.706 3.302 -3.711
```

Atomic partial charges in e from the Mulliken method, atoms 1 to 2: number 1, Hf, carries 0.753; number 2, S, carries -0.561



Below is a cluster of 9 separate species, C33H36Cl6N6 in total, with properties calculated with ωB97M-V with the def2-TZVPD basis set.

Summary:
SMILES: c1ccncc1.c1ccncc1.c1ccncc1.c1ccncc1.c1ccncc1.c1ccncc1.ClCCl.ClCCl.ClCCl
E_HOMO: -9.7 eV
frontier orbital gap: 9.68 eV
energy above the lowest of the compared OMol25 structures with the same formula, charge and spin: 3.418 eV

Geometry as XYZ:
```
81
C33H36Cl6N6 ωB97M-V with the def2-TZVPD basis set
C -18.937 -5.562 -14.940
C -17.954 -5.048 -15.877
C -17.329 -5.910 -16.787
N -17.532 -7.295 -16.886
C -18.588 -7.724 -16.068
C -19.259 -6.905 -15.070
H -19.525 -4.905 -14.316
H -17.690 -4.008 -15.753
H -16.515 -5.534 -17.388
H -18.697 -8.798 -16.026
H -19.782 -7.456 -14.303
C -21.296 -2.428 -6.816
C -21.384 -1.090 -6.416
C -21.026 -0.119 -7.268
N -20.403 -0.297 -8.473
C -20.346 -1.621 -8.961
C -20.827 -2.704 -8.172
H -21.634 -3.267 -6.225
H -21.823 -0.790 -5.476
H -21.065 0.846 -6.784
H -20.101 -1.780 -10.001
H -20.776 -3.734 -8.491
C -15.852 -8.082 -11.372
C -16.199 -8.792 -10.269
C -15.916 -8.239 -9.017
N -15.451 -6.985 -8.804
C -15.158 -6.252 -9.915
C -15.422 -6.733 -11.216
H -15.809 -8.467 -12.380
H -16.672 -9.763 -10.239
H -16.196 -8.847 -8.170
H -14.744 -5.269 -9.747
H -15.315 -6.153 -12.121
C -25.079 -0.483 -11.480
C -24.434 0.770 -11.666
C -23.504 0.852 -12.636
N -23.215 -0.218 -13.514
C -23.825 -1.368 -13.320
C -24.688 -1.602 -12.280
H -25.828 -0.602 -10.711
H -24.765 1.620 -11.088
H -23.006 1.782 -12.870
H -23.581 -2.162 -14.010
H -25.007 -2.623 -12.133
C -24.037 -12.567 -12.851
C -25.358 -12.315 -12.582
C -26.168 -13.389 -12.123
N -25.585 -14.532 -11.710
C -24.324 -14.736 -11.973
C -23.469 -13.786 -12.396
H -23.389 -11.761 -13.162
H -25.902 -11.404 -12.783
H -27.225 -13.251 -11.947
H -23.977 -15.725 -11.715
H -22.395 -13.789 -12.508
C -11.967 0.020 -22.269
C -13.003 0.969 -22.072
C -14.183 0.537 -21.539
N -14.461 -0.786 -21.333
C -13.514 -1.756 -21.679
C -12.255 -1.358 -22.087
H -10.992 0.202 -22.698
H -12.825 2.007 -22.310
H -14.903 1.309 -21.312
H -13.780 -2.795 -21.549
H -11.537 -2.112 -22.370
Cl -19.645 1.306 -18.011
C -19.289 -0.346 -18.701
Cl -20.004 -0.419 -20.286
H -18.217 -0.540 -18.694
H -19.763 -1.063 -18.030
Cl -17.776 -14.072 -18.991
C -19.220 -14.339 -17.981
Cl -18.523 -14.580 -16.361
H -19.760 -13.392 -18.008
H -19.876 -15.088 -18.424
Cl -24.972 -7.656 -7.476
C -23.787 -8.931 -7.763
Cl -22.659 -8.478 -9.070
H -23.125 -9.105 -6.914
H -24.290 -9.871 -7.985
```

Atomic partial charges in e from the Mulliken method, atoms 1 to 2: number 1, C, carries -0.270; number 2, C, carries -0.374